{"formula": "CH6NS", "method": "wB97M-V/def2-TZVPD", "symbols": ["N", "H", "H", "H", "C", "S", "H", "H", "H"], "coordinates": [[0.58, 1.31, -1.99], [-0.39, 1.14, -2.22], [0.63, 1.56, -1.00], [0.85, 0.33, -1.86], [0.52, -1.27, 1.01], [-0.68, 0.00, 0.65], [1.56, -1.03, 0.83], [0.42, -1.72, 2.02], [0.40, -2.18, 0.39]], "nbo_charge": [-1.105, 0.353, 0.385, 0.352, -0.754, -0.720, 0.163, 0.166, 0.161], "charge": -1, "spin_multiplicity": 1, "orbital_gap_ha": 0.245, "homo_energy_ev": -2.21, "de_lowest_ev": 0.3094, "fmax_ev_per_a": 1.61}